The following is a DFT calculation (ωB97M-V/def2-TZVPD) of a cluster of 7 separate species, C29H44BN6O6P2S in total in a non-equilibrium geometry.

```
89
Properties=species:S:1:pos:R:3:forces:R:3
C 0.687965 -2.087808 1.176134 0.7 0.1 -0.2
P 0.151638 -2.517335 -0.532617 -0.9 -1.0 0.2
C 1.631528 -2.467561 -1.609539 0.1 0.5 0.2
C -0.863132 -1.161483 -1.224836 0.4 0.2 -1.1
O -0.262542 0.074127 -1.512564 -0.1 -0.1 1.1
B -1.273602 1.137068 -1.124086 0.6 0.2 -1.0
P -0.875897 2.196029 0.496321 -0.6 0.5 0.4
O -0.828002 1.130909 1.801136 0.2 0.0 -0.2
O 0.786488 2.521900 0.325486 -0.2 -0.3 0.0
O -2.543067 0.391205 -1.038953 -0.3 -0.1 0.6
C -2.184995 -0.858038 -0.510991 -0.2 0.2 -0.2
C -3.262292 -1.900813 -0.818382 0.4 0.4 -0.1
S -4.269305 -2.275820 0.567538 0.3 -1.3 0.5
O -5.213319 -3.298637 0.205401 -0.5 0.4 -0.3
O -3.429189 -2.592828 1.705066 0.1 0.5 0.1
H 1.604094 -1.494505 1.237055 -0.1 0.3 0.0
H -0.107636 -1.616722 1.749450 -0.1 0.0 0.0
H 0.900485 -3.032249 1.680111 -0.1 0.0 0.1
H 2.463450 -2.973113 -1.119604 0.1 -0.1 -0.1
H 1.923032 -1.445376 -1.855073 0.1 0.0 0.1
H 1.397571 -2.995906 -2.531745 0.0 -0.1 0.0
H -1.131060 -1.598314 -2.208894 -0.1 -0.2 0.1
H -1.305025 1.996822 -1.995825 -0.1 0.0 0.1
H -0.391535 0.320906 1.518468 0.1 -0.2 0.1
H 1.122880 2.439492 1.220817 0.3 0.1 0.2
H -2.050117 -0.813111 0.578012 0.1 0.1 0.0
H -2.792282 -2.850065 -1.084177 -0.1 -0.2 0.2
H -3.890669 -1.573208 -1.644525 -0.1 0.1 0.0
H -4.892339 -1.112301 0.880705 -0.1 0.0 -0.3
N -4.370547 -1.317136 4.309560 -0.1 0.1 -0.1
C -3.860302 -1.718645 5.509281 0.0 0.0 0.0
C -4.430351 -0.949021 6.490686 0.0 0.0 0.0
C -5.321103 -0.043942 5.851337 0.0 0.0 0.0
C -5.261348 -0.302036 4.506196 0.1 0.0 0.0
H -4.127370 -1.710874 3.411384 0.2 -0.1 0.1
H -3.138160 -2.514740 5.563512 0.0 0.0 0.0
H -4.228613 -1.023523 7.546335 0.0 0.0 0.0
H -5.930810 0.708882 6.322683 0.0 0.0 0.0
H -5.772371 0.152079 3.674327 0.0 0.0 0.0
N -9.347311 -3.234778 2.273946 0.0 0.0 0.0
C -9.581013 -2.475845 3.391541 0.0 0.0 0.0
C -8.369999 -2.186403 3.960192 0.0 0.0 0.0
C -7.367175 -2.795421 3.155700 0.0 0.0 -0.1
C -8.001207 -3.430880 2.122632 0.0 -0.1 0.0
H -10.053521 -3.591602 1.659514 0.0 0.0 0.0
H -10.582231 -2.206962 3.681573 0.0 0.0 0.0
H -8.211661 -1.603083 4.851957 0.0 0.0 0.0
H -6.303876 -2.766754 3.313948 0.0 0.0 0.1
H -7.604391 -3.999084 1.299084 0.0 0.0 0.0
N 2.452749 2.172296 -4.274979 0.0 0.1 0.0
C 1.636784 2.169584 -3.172953 0.0 -0.1 -0.1
C 1.831449 3.348565 -2.508854 0.2 0.2 -0.2
C 2.800446 4.094236 -3.240309 0.0 0.0 0.0
C 3.164784 3.343043 -4.327150 0.0 0.0 0.0
H 2.517118 1.425778 -4.939873 0.0 0.0 0.0
H 0.989090 1.336459 -2.950489 0.0 0.0 0.1
H 1.334350 3.639885 -1.604325 0.0 0.0 0.1
H 3.186300 5.070669 -2.995063 0.0 0.0 0.0
H 3.863592 3.537555 -5.123408 0.0 0.0 0.0
N 5.164673 3.540840 -8.562363 0.0 0.0 0.0
C 6.436121 3.657983 -9.052466 0.0 0.0 0.0
C 7.194487 2.666840 -8.489163 0.0 0.0 0.0
C 6.345162 1.922199 -7.625480 0.0 0.0 0.0
C 5.100009 2.485938 -7.695029 0.0 0.0 0.0
H 4.395711 4.139040 -8.798984 0.0 0.0 0.0
H 6.691387 4.432329 -9.754911 0.0 0.0 0.0
H 8.241556 2.494887 -8.673161 0.0 0.0 0.0
H 6.617811 1.072794 -7.022502 0.0 0.0 0.0
H 4.176969 2.230892 -7.204361 0.0 0.0 0.0
N 2.429989 5.092149 1.523162 -0.1 0.0 -0.1
C 2.361773 5.879292 2.636642 0.0 0.0 0.0
C 3.643668 6.144872 3.043260 0.0 0.0 0.0
C 4.517919 5.489366 2.132956 0.0 0.0 0.0
C 3.735225 4.849427 1.206931 0.0 0.0 0.0
H 1.639376 4.733146 1.010110 0.0 -0.1 0.0
H 1.412235 6.181111 3.043590 0.0 0.0 0.0
H 3.922904 6.740229 3.896650 0.0 0.0 0.0
H 5.594949 5.486908 2.155682 0.0 0.0 0.0
H 3.992255 4.244466 0.353833 0.0 0.0 0.0
N 3.501601 -4.284534 1.419915 0.1 -0.1 0.0
C 4.836665 -4.046550 1.250073 0.0 0.0 0.0
C 5.522264 -4.877472 2.095541 0.0 0.0 0.0
C 4.559160 -5.649256 2.801703 0.0 0.0 0.0
C 3.322730 -5.259370 2.360605 0.0 0.0 0.0
H 2.762532 -3.810478 0.934532 0.0 0.0 0.0
H 5.183250 -3.309531 0.546182 0.0 0.0 0.0
H 6.593361 -4.926670 2.197027 0.0 0.0 0.0
H 4.752061 -6.402223 3.547218 0.0 0.0 0.0
H 2.335797 -5.590182 2.634944 0.0 0.0 0.0
```
Forces are in eV/Å.

Output
LUMO ... 2.2 eV
Charge ... -1
HOMO-LUMO gap ... 6.507 eV
HOMO level ... -0.1575 Ha
Energy ... -82103.2730 eV

Results of the Mulliken charge analysis, in e, for atoms 1 through 8: atom 1 (C): -0.9838, atom 2 (P): 0.2298, atom 3 (C): -0.8295, atom 4 (C): -0.2248, atom 5 (O): -0.5734, atom 6 (B): 1.1616, atom 7 (P): -0.3464, atom 8 (O): -0.5347

The following is a DFT calculation (ωB97M-V/def2-TZVPD) of the molecule C16H24FN3O4S in a non-equilibrium geometry.

```
49
Properties=species:S:1:pos:R:3:forces:R:3
C -2.717351 -2.939995 0.393761 0.2 0.1 0.1
C -1.617236 -2.020399 0.912644 -0.6 -0.4 0.3
N -1.214988 -1.068604 -0.108805 -0.1 1.0 0.0
C 0.017981 -1.347103 -0.820996 0.4 0.1 -0.1
C 1.214142 -1.208398 0.128432 -0.2 0.0 -0.4
O 1.761343 -2.173124 0.627764 0.1 -0.4 0.1
N 1.552035 0.067021 0.370874 0.1 0.4 0.0
C 2.497370 0.462247 1.392674 0.2 0.1 0.1
C 3.590784 1.386293 0.848090 0.0 -0.2 0.2
N 4.775906 0.663560 0.425188 0.0 0.1 0.0
C 5.863198 1.570066 0.097237 0.3 -0.2 -0.1
C 7.114840 0.756945 -0.231431 0.0 0.4 0.2
O 6.889967 -0.115586 -1.311810 0.1 0.0 -0.2
C 5.825568 -0.989728 -1.014819 -0.4 -0.1 0.0
C 4.537889 -0.230033 -0.696917 0.3 -0.2 0.0
S -1.529698 0.524240 0.259692 -0.7 -0.3 0.0
O -0.858802 1.333223 -0.722673 0.0 -0.1 -0.3
O -1.290105 0.824958 1.643161 -0.2 -0.1 0.0
C -3.293048 0.570908 -0.040563 0.6 0.1 0.2
C -3.738672 0.438484 -1.342751 -0.1 0.0 -0.1
C -5.097640 0.435347 -1.601011 0.0 0.0 0.1
C -5.973598 0.563779 -0.533880 0.1 0.0 0.1
F -7.294751 0.555494 -0.777598 0.1 0.0 0.0
C -5.536363 0.700455 0.773452 -0.1 0.0 -0.2
C -4.173283 0.704089 1.016369 0.1 0.0 0.0
H -3.009310 -3.638883 1.172575 -0.1 -0.1 0.1
H -2.363204 -3.504189 -0.464789 0.0 -0.1 -0.1
H -3.588132 -2.361850 0.093176 -0.1 0.0 0.0
H -1.973626 -1.448404 1.772266 0.1 -0.2 0.1
H -0.751628 -2.606972 1.232631 0.0 0.2 0.0
H 0.089020 -0.633640 -1.642375 0.1 -0.2 -0.1
H -0.025765 -2.366172 -1.210564 0.0 0.1 0.1
H 0.996021 0.803092 -0.044317 0.1 -0.1 -0.1
H 2.946077 -0.446456 1.798510 -0.1 0.1 0.0
H 1.947843 0.977262 2.187211 0.1 -0.1 0.0
H 3.904448 2.063740 1.646423 -0.1 0.0 -0.1
H 3.166831 1.999184 0.030705 0.0 0.0 0.0
H 6.063326 2.211093 0.958803 0.0 0.0 0.0
H 5.610699 2.209160 -0.768548 0.0 0.0 0.1
H 7.934329 1.413337 -0.529944 0.0 0.0 0.1
H 7.410128 0.180937 0.658448 0.0 0.1 0.0
H 5.691557 -1.620774 -1.894801 0.0 0.0 0.1
H 6.090266 -1.617045 -0.151034 0.0 0.0 -0.1
H 3.768919 -0.951937 -0.428556 0.0 0.0 0.0
H 4.212292 0.330006 -1.592719 0.0 0.0 0.0
H -3.015353 0.346799 -2.136308 0.0 0.0 -0.2
H -5.484624 0.336458 -2.602606 0.0 0.0 -0.1
H -6.253890 0.802001 1.571874 -0.1 0.0 0.1
H -3.778045 0.815739 2.013412 0.0 0.0 0.1
```
Forces are in eV/Å.

Output
LUMO ... 0.4 eV
Structure (SMILES) ... CCN(CC(=O)NCCN1CCOCC1)S(=O)(=O)c1ccc(F)cc1
HOMO-LUMO gap ... 9.128 eV
HOMO level ... -0.3195 Ha
Energy ... -43194.0219 eV

Results of the Mulliken charge analysis, in e, for atoms 1 through 8: atom 1 (C): -1.1372, atom 2 (C): -0.7121, atom 3 (N): 0.5415, atom 4 (C): -1.5655, atom 5 (C): 0.9731, atom 6 (O): -0.6756, atom 7 (N): 0.2903, atom 8 (C): -1.0974

The following is a DFT calculation (ωB97M-V/def2-TZVPD) of the molecule C3H6N4S in a non-equilibrium geometry.

```
14
Properties=species:S:1:pos:R:3:forces:R:3
C 0.076728 1.758122 1.718730 -1.2 -2.9 -0.1
N 0.306831 0.819720 0.638401 0.7 -1.7 -1.4
C -0.432565 -0.065083 0.099844 -1.3 3.3 4.0
S -2.187256 -0.408233 0.633828 1.6 0.3 -0.6
N -2.394638 -1.602943 -0.434727 4.3 -1.7 -3.4
N -1.004743 -1.837962 -1.288758 -4.5 1.4 3.0
N -0.138849 -0.894969 -0.904272 -0.6 -1.7 -0.3
C 1.182202 -0.917352 -1.459152 -0.2 0.4 -2.2
H 0.416402 1.390673 2.691927 0.4 -0.1 -0.2
H -0.972118 1.926563 1.873722 -0.8 0.6 -0.1
H 0.616046 2.574447 1.408667 0.9 2.4 -0.1
H 1.950818 -0.794097 -0.751165 0.6 0.2 1.2
H 1.328653 -1.827178 -2.011700 -0.1 -0.6 0.0
H 1.252487 -0.121708 -2.215344 0.1 0.0 0.4
```
Forces are in eV/Å.

Output
LUMO (spin up / spin down) ... -0.2 / -0.3 eV
Structure (SMILES) ... C/N=c1\snnn1C
HOMO-LUMO gap (spin up / spin down) ... 7.952 / 7.822 eV
HOMO level (spin up / spin down) ... -0.2993 / -0.2971 Ha
Energy ... -19999.4383 eV

Results of the Mulliken charge analysis, in e, for atoms 1 through 8: atom 1 (C): -0.7823, atom 2 (N): -0.4561, atom 3 (C): 0.5002, atom 4 (S): 0.0909, atom 5 (N): -0.2380, atom 6 (N): -0.6229, atom 7 (N): 0.5731, atom 8 (C): -0.9098